74
Properties=species:S:1:pos:R:3:lowdin_charge:R:1 method="wB97M-V/def2-TZVPD" homo_lumo_gap_ev=6.278 charge=+1 de_lowest_ev=0.0000 total_energy_ha=-1462.5425 e_lumo_ha=-0.199
C 5.75752 0.14754 1.12217 -0.15
C 6.22974 1.55126 0.35923 -0.26
C 5.31834 2.82894 0.85838 -0.23
C 4.24788 3.20167 -0.36865 -0.21
C 3.07515 4.19977 0.21311 -0.21
C 1.68793 3.43456 0.63857 -0.22
C 0.83743 2.89556 -0.66269 -0.13
C -0.51212 2.08114 -0.16866 -0.02
C -1.14293 2.31291 1.36399 0.09
C -2.50315 1.42622 1.58643 0.05
C -3.10277 0.46731 0.41653 -0.02
N -2.37355 0.36210 -0.86722 0.07
N -1.25310 1.10468 -1.03416 0.01
H 5.71825 0.28126 2.30707 0.09
H 6.47211 -0.72162 0.79094 0.07
H 4.66083 -0.13309 0.76284 0.07
H 6.08145 1.43663 -0.81213 0.11
H 7.39493 1.74988 0.51143 0.12
H 6.04232 3.74836 1.09089 0.12
H 4.72231 2.61632 1.84288 0.10
H 3.81892 2.16642 -0.77783 0.11
H 4.91192 3.73417 -1.19467 0.13
H 3.53658 4.77277 1.15017 0.13
H 2.79166 5.00133 -0.62063 0.12
H 1.88710 2.51487 1.33903 0.13
H 1.00171 4.18801 1.21378 0.11
H 0.50890 3.84986 -1.26833 0.14
H 1.48021 2.23254 -1.38998 0.13
H -0.68393 3.04238 2.15700 0.12
H -3.09466 1.47557 2.61179 0.13
H -4.09594 -0.12733 0.59977 0.14
H -0.79758 0.98151 -1.99251 0.19
O -3.86776 -6.08039 3.08925 0.08
C -3.64029 -5.52292 2.01699 -0.50
O -2.36854 -5.35706 1.58868 -0.01
C -2.00524 -4.91234 0.26921 -0.23
C -1.97451 -3.39852 0.19831 -0.08
C -4.75780 -4.92809 1.21255 0.00
H -2.65443 -5.35628 -0.49109 0.13
H -0.99870 -5.30007 0.07898 0.08
H -2.96056 -2.96719 0.39122 0.05
H -1.63784 -3.06533 -0.78756 0.07
H -1.29755 -2.99331 0.95756 0.08
H -4.96057 -3.91581 1.56876 0.09
H -5.65287 -5.54421 1.35372 0.10
H -4.56651 -4.91412 0.14063 0.07
O 0.08550 -4.92738 -1.67684 0.06
C 1.25926 -5.15739 -1.39112 -0.48
O 2.24087 -4.32874 -1.81311 -0.01
C 3.60667 -4.38935 -1.36399 -0.23
C 4.40602 -5.37289 -2.19543 -0.06
C 1.63595 -6.41015 -0.65732 0.02
H 3.66212 -4.60147 -0.29230 0.11
H 4.02149 -3.38493 -1.50081 0.12
H 4.01967 -6.39084 -2.09515 0.07
H 5.45677 -5.37001 -1.89178 0.09
H 4.34532 -5.11433 -3.25769 0.09
H 1.76718 -7.22344 -1.37430 0.11
H 0.82305 -6.66649 0.03127 0.09
H 2.52996 -6.30655 -0.04427 0.08
O -4.59958 7.77734 -1.07277 0.10
C -4.56185 6.65203 -0.57829 -0.50
O -3.99039 5.62803 -1.25145 0.00
C -3.70960 4.33609 -0.68328 -0.24
C -4.91470 3.42334 -0.79398 -0.06
C -5.23472 6.37006 0.73225 0.01
H -3.34265 4.42618 0.34328 0.10
H -2.88580 3.91383 -1.26867 0.11
H -5.76651 3.81231 -0.22947 0.08
H -4.67749 2.42404 -0.41791 0.04
H -5.23742 3.34008 -1.83698 0.10
H -6.28672 6.13604 0.55547 0.10
H -5.16685 7.26760 1.35714 0.10
H -4.76587 5.56909 1.30183 0.07

71
Properties=species:S:1:pos:R:3:nbo_charge:R:1 method="wB97M-V/def2-TZVPD" homo_lumo_gap_ev=8.668 de_lowest_ev=0.0647 total_energy_ha=-1217.0165 e_lumo_ha=0.024
C 7.28144 0.71596 -0.22240 -0.60
C 5.97980 1.49539 -0.07370 -0.38
C 4.79414 0.62925 0.36465 -0.21
C 4.36592 -0.35388 -0.72559 -0.40
C 3.18418 -1.20216 -0.26614 -0.37
C 1.99157 -0.31507 0.11422 -0.32
C 0.87575 -1.21610 0.61116 0.71
O 0.75342 -1.54604 1.78035 -0.67
N 0.05160 -1.67922 -0.34909 -0.61
C -0.99466 -2.65337 -0.08145 -0.13
C -2.24537 -1.89386 0.41230 0.68
O -3.22609 -1.70429 -0.28090 -0.65
N -2.10458 -1.46293 1.67478 -0.63
C -3.07422 -0.63323 2.35751 -0.22
C -2.73552 0.85675 2.24702 -0.41
C -3.13391 1.43558 0.87774 -0.23
N -2.18019 2.44498 0.44367 -0.47
C -1.02772 1.86989 -0.22413 -0.22
C -1.30075 1.43185 -1.66953 -0.43
C -1.84862 2.60873 -2.47122 -0.40
C -3.06958 3.18981 -1.76332 -0.42
C -2.75711 3.55605 -0.30090 -0.03
C -1.85922 4.79107 -0.19379 -0.62
C -1.28298 -3.50653 -1.32054 -0.22
C -2.31006 -4.58366 -0.97894 -0.61
C -0.00267 -4.15207 -1.84703 -0.60
C 2.41345 0.67307 1.20037 -0.38
C 3.60040 1.51040 0.73924 -0.39
H 7.21561 -0.01329 -1.02560 0.20
H 7.51837 0.19139 0.70069 0.20
H 8.10082 1.39401 -0.44995 0.21
H 6.12739 2.28046 0.67198 0.20
H 5.73825 1.98390 -1.02074 0.19
H 5.09212 0.05696 1.25030 0.19
H 5.19469 -1.01412 -0.98415 0.21
H 4.08750 0.20416 -1.62346 0.19
H 2.89423 -1.89739 -1.05835 0.21
H 3.47367 -1.79123 0.60664 0.21
H 1.65540 0.23398 -0.77174 0.20
H 0.08956 -1.29702 -1.28027 0.40
H -0.63189 -3.28846 0.73579 0.23
H -1.18999 -1.55923 2.10666 0.43
H -4.05122 -0.83026 1.90989 0.22
H -3.09340 -0.93860 3.40701 0.20
H -3.24264 1.40290 3.04254 0.21
H -1.66248 0.98718 2.39680 0.21
H -4.12054 1.89530 0.96178 0.20
H -3.22217 0.61580 0.15586 0.20
H -0.68942 1.01438 0.36502 0.20
H -0.22751 2.61577 -0.21846 0.19
H -0.37536 1.06679 -2.12306 0.19
H -2.02671 0.61562 -1.67653 0.21
H -2.12416 2.28432 -3.47778 0.21
H -1.07540 3.37362 -2.57148 0.19
H -3.42819 4.07462 -2.29228 0.21
H -3.86890 2.44460 -1.77154 0.20
H -3.70097 3.80925 0.19701 0.20
H -2.38785 5.66247 -0.57238 0.21
H -1.60329 4.96050 0.84857 0.22
H -0.94005 4.67738 -0.75955 0.20
H -1.70926 -2.85256 -2.08897 0.21
H -3.24080 -4.12914 -0.65355 0.23
H -2.51434 -5.19561 -1.85399 0.21
H -1.93657 -5.22836 -0.18586 0.20
H -0.22672 -4.76684 -2.71530 0.21
H 0.43915 -4.78705 -1.08183 0.20
H 0.73434 -3.40785 -2.13943 0.20
H 2.67622 0.11028 2.09763 0.22
H 1.57358 1.32457 1.45079 0.21
H 3.88675 2.20052 1.53535 0.21
H 3.30920 2.10788 -0.12884 0.19

78
Properties=species:S:1:pos:R:3:lowdin_charge:R:1 method="wB97M-V/def2-TZVPD" homo_lumo_gap_ev=10.432 total_energy_ha=-2049.2024 e_lumo_ha=0.014
C -2.81594 -0.35444 1.02209 -0.11
C -3.17753 -1.67572 1.71693 -0.25
C -2.83998 -2.98726 0.98214 -0.23
C -3.28070 -3.14505 -0.49166 -0.46
C -2.35299 -2.43766 -1.52074 -0.13
Si -5.07183 -2.80232 -0.84458 0.52
O -5.52923 -1.24569 -0.48832 -0.51
Si -6.88843 -0.81901 0.33212 0.49
H -1.73545 -0.15105 1.05403 0.04
H -3.30981 0.48685 1.53356 0.07
H -3.15177 -0.33064 -0.02085 0.05
H -4.25361 -1.67420 1.95349 0.08
H -2.65858 -1.70554 2.68826 0.11
H -3.29666 -3.80657 1.56016 0.11
H -1.75316 -3.15914 1.02332 0.09
H -3.21475 -4.23081 -0.69085 0.10
H -1.49167 -1.98123 -1.01721 0.05
H -1.95372 -3.15562 -2.24787 0.07
H -2.84843 -1.63691 -2.08728 0.06
H -5.95581 -3.71314 -0.06268 -0.01
H -5.32230 -3.01937 -2.28791 -0.01
H -7.01965 0.64927 0.23508 -0.07
H -8.07628 -1.46620 -0.26661 -0.06
H -6.79084 -1.21046 1.75567 -0.06
C 1.64188 0.12852 -1.11369 -0.06
C 1.23987 -0.25755 0.22951 -0.27
N 0.93887 -0.56243 1.30055 0.15
H 0.76993 0.40229 -1.70508 0.09
H 2.30498 0.99215 -1.05113 0.04
H 2.14517 -0.71770 -1.57935 0.06
C 0.34120 3.61433 1.56969 -0.08
C 1.26001 3.44018 0.45260 -0.24
N 1.95170 3.30121 -0.45844 0.14
H -0.55163 4.13241 1.22272 0.03
H 0.04774 2.63889 1.95621 0.08
H 0.81503 4.19650 2.35773 0.07
C 1.11235 -4.23021 0.88762 -0.08
C 1.08327 -3.68041 -0.45997 -0.30
N 1.12568 -3.34367 -1.56209 0.15
H 0.87719 -5.29269 0.85778 0.07
H 2.11383 -4.11862 1.29681 0.05
H 0.40160 -3.70884 1.52474 0.06
C 0.56095 7.06392 4.55167 -0.07
C -0.18378 6.97087 3.30088 -0.28
N -0.77393 6.89747 2.31568 0.14
H 1.54864 7.48209 4.36497 0.08
H 0.02979 7.70690 5.25135 0.08
H 0.67002 6.07521 4.99472 0.08
C -4.72850 3.58024 -1.43137 -0.06
C -3.60590 3.50189 -0.50485 -0.25
N -2.71883 3.44010 0.22468 0.16
H -4.40370 3.28822 -2.42864 0.09
H -5.52154 2.90854 -1.10673 0.07
H -5.11007 4.59906 -1.46371 0.08
C 3.91738 -5.96526 -1.44636 -0.07
C 3.52939 -6.37060 -0.10072 -0.29
N 3.21541 -6.69160 0.95946 0.13
H 3.88437 -4.87798 -1.51994 0.05
H 4.92664 -6.31234 -1.66085 0.08
H 3.22836 -6.39177 -2.17338 0.08
C 3.03548 4.51169 -3.59312 -0.09
C 2.45086 4.51417 -4.92845 -0.29
N 1.98487 4.51597 -5.98152 0.11
H 3.61328 3.60496 -3.42653 0.03
H 3.69325 5.37119 -3.47466 0.08
H 2.24717 4.55465 -2.84284 0.05
C 3.96054 -1.22687 2.30354 -0.06
C 4.08889 -2.03788 1.09921 -0.27
N 4.14507 -2.68662 0.14761 0.17
H 2.91799 -0.92957 2.42021 0.04
H 4.27391 -1.80321 3.17268 0.09
H 4.58124 -0.33502 2.22569 0.08
C 6.07761 0.17714 -1.27688 -0.07
C 5.71449 1.46595 -1.85549 -0.26
N 5.42563 2.48867 -2.29599 0.15
H 5.64391 -0.63469 -1.85876 0.08
H 7.16008 0.06607 -1.25708 0.08
H 5.69154 0.11597 -0.26097 0.06